{
  "formula": "C63H70BiCl2N5O4STe",
  "method": "ωB97M-V/def2-TZVPD",
  "e_lumo_ev": [-2.399, -2.409],
  "e_tot_ha": -4818.585718,
  "gap_ev": [4.48, 4.47],
  "relative_energy_kj_mol": 131.4,
  "elements": ["Bi", "C", "C", "C", "C", "C", "C", "C", "N", "C", "C", "C", "C", "C", "C", "O", "C", "C", "C", "C", "C", "C", "C", "C", "C", "O", "C", "C", "C", "C", "C", "C", "H", "H", "H", "H", "H", "H", "H", "H", "H", "H", "H", "H", "H", "H", "H", "H", "H", "H", "H", "H", "H", "H", "H", "H", "H", "H", "H", "H", "H", "H", "H", "H", "H", "H", "H", "H", "H", "H", "H", "H", "Cl", "C", "C", "C", "Cl", "C", "O", "C", "C", "O", "C", "H", "H", "H", "Te", "C", "C", "C", "C", "C", "C", "C", "C", "C", "C", "C", "C", "H", "H", "H", "H", "H", "H", "H", "H", "H", "H", "C", "C", "C", "C", "C", "C", "N", "C", "C", "C", "C", "C", "C", "H", "H", "H", "H", "H", "H", "H", "H", "H", "H", "C", "C", "C", "N", "N", "C", "N", "S", "H", "H", "H", "H", "H", "H", "H"],
  "xyz": [[-0.1864, 0.0475, 0.2782], [5.0464, -4.7096, -2.9083], [5.2586, -3.8443, -1.6582], [6.6247, -3.1526, -1.7379], [5.2486, -4.7577, -0.4283], [4.1815, -2.7736, -1.5846], [3.4239, -2.5529, -0.4632], [2.4503, -1.5425, -0.4341], [1.7528, -1.2031, 0.6614], [1.6458, -1.8185, 1.8396], [1.7853, -3.1871, 2.1373], [1.6931, -3.6257, 3.4310], [1.6635, -2.6456, 4.4627], [1.4679, -1.3097, 4.2349], [1.2269, -0.8992, 2.8783], [0.7253, 0.2064, 2.5286], [1.6230, -0.2243, 5.2878], [2.7896, 0.6634, 4.8166], [1.9816, -0.8017, 6.6582], [0.3656, 0.6438, 5.4173], [1.7024, -5.1083, 3.7762], [1.3401, -5.9786, 2.5663], [0.6708, -5.3957, 4.8758], [3.0970, -5.5069, 4.2750], [2.2211, -0.7074, -1.5765], [1.2566, 0.1762, -1.5095], [3.0339, -0.9142, -2.7151], [3.9656, -1.9318, -2.6844], [2.8721, -0.0550, -3.9626], [1.5172, -0.3912, -4.5964], [3.9799, -0.3112, -4.9933], [2.9238, 1.4321, -3.5929], [5.7923, -5.5014, -2.9515], [4.0614, -5.1689, -2.8880], [5.1291, -4.1252, -3.8199], [7.4219, -3.8878, -1.8308], [6.6744, -2.4809, -2.5904], [6.7993, -2.5680, -0.8374], [5.9804, -5.5543, -0.5493], [5.5074, -4.2040, 0.4721], [4.2717, -5.2164, -0.2958], [3.6106, -3.0849, 0.4517], [1.9133, -3.8817, 1.3254], [1.8051, -2.9913, 5.4745], [3.6785, 0.0628, 4.6233], [2.5205, 1.1888, 3.9045], [3.0180, 1.4034, 5.5812], [2.9494, -1.2964, 6.6249], [2.0394, 0.0054, 7.3826], [1.2274, -1.5056, 7.0011], [0.0165, 0.9587, 4.4380], [-0.4231, 0.0957, 5.9219], [0.6022, 1.5324, 5.9983], [0.4126, -5.6366, 2.1134], [2.1265, -5.9763, 1.8164], [1.1973, -7.0083, 2.8871], [-0.3066, -5.0185, 4.5829], [0.5873, -6.4693, 5.0393], [0.9546, -4.9357, 5.8183], [3.8503, -5.2844, 3.5227], [3.3488, -4.9666, 5.1842], [3.1211, -6.5743, 4.4848], [4.5865, -2.0803, -3.5499], [1.4692, -1.4476, -4.8524], [0.7091, -0.1670, -3.8981], [1.3640, 0.1948, -5.4994], [3.9107, -1.3104, -5.4182], [3.8783, 0.4010, -5.8087], [4.9654, -0.1701, -4.5517], [2.0989, 1.6964, -2.9418], [3.8572, 1.6672, -3.0856], [2.8538, 2.0432, -4.4902], [-5.7901, -4.0942, -4.7139], [-4.5049, -3.4013, -3.7801], [-3.2213, -3.9453, -3.8932], [-2.1930, -3.3907, -3.1833], [-0.6013, -4.0527, -3.3112], [-2.3475, -2.2422, -2.3459], [-1.3445, -1.7176, -1.7623], [-3.6922, -1.7651, -2.2087], [-3.9806, -0.6693, -1.3284], [-3.1547, 0.0189, -0.7393], [-4.7418, -2.3498, -2.9343], [-3.0457, -4.7959, -4.5311], [-5.0605, -0.4653, -1.1884], [-5.7373, -1.9426, -2.8375], [-1.1622, 0.9823, -2.2556], [-0.2460, 2.8508, -2.8581], [-0.1816, 3.1844, -4.2052], [0.4084, 4.3702, -4.6066], [0.9512, 5.2324, -3.6670], [0.8806, 4.9129, -2.3226], [0.2724, 3.7335, -1.9233], [-3.0307, 1.9449, -2.7486], [-3.9410, 1.3946, -3.6378], [-5.1560, 2.0227, -3.8574], [-5.4698, 3.1900, -3.1813], [-4.5613, 3.7414, -2.2934], [-3.3462, 3.1195, -2.0843], [-0.6040, 2.5084, -4.9354], [0.4501, 4.6227, -5.6566], [1.4159, 6.1551, -3.9829], [1.2972, 5.5771, -1.5772], [0.2010, 3.4996, -0.8736], [-3.6984, 0.4761, -4.1564], [-5.8585, 1.5988, -4.5609], [-6.4246, 3.6665, -3.3410], [-4.7986, 4.6502, -1.7611], [-2.6312, 3.5284, -1.3862], [2.5064, 4.4599, 2.6476], [2.7690, 3.6714, 1.5366], [1.7828, 2.8783, 0.9911], [0.4952, 2.8745, 1.5416], [0.2515, 3.6356, 2.6911], [1.2507, 4.4182, 3.2316], [-0.4890, 2.1410, 0.9218], [-1.8251, 2.3686, 1.2642], [-2.4022, 3.6319, 1.0896], [-3.7460, 3.8265, 1.3413], [-4.5462, 2.7722, 1.7502], [-3.9806, 1.5242, 1.9397], [-2.6298, 1.3287, 1.7238], [3.2694, 5.1071, 3.0510], [3.7517, 3.6820, 1.0886], [1.9730, 2.2578, 0.1262], [-0.7258, 3.6025, 3.1532], [1.0484, 4.9964, 4.1216], [-1.7841, 4.4562, 0.7606], [-4.1777, 4.8082, 1.2085], [-5.6005, 2.9226, 1.9281], [-4.5937, 0.6941, 2.2596], [-2.1828, 0.3726, 1.9411], [-2.3242, -1.9161, 5.6500], [-2.9428, -2.9428, 4.7087], [-2.3009, -2.8885, 3.3734], [-1.9213, -1.8244, 2.7830], [-1.3691, -2.0122, 1.5882], [-1.3013, -3.2533, 1.2114], [-0.7377, -3.6616, 0.0705], [-1.9787, -4.3469, 2.4195], [-2.7809, -1.9776, 6.6351], [-2.4687, -0.9177, 5.2476], [-1.2566, -2.0907, 5.7490], [-4.0123, -2.7387, 4.6001], [-2.8331, -3.9494, 5.1130], [-0.7077, -2.9553, -0.6814], [-0.8652, -4.6206, -0.2114]],
  "mulliken_charge": [3.60, -1.77, 2.22, -1.67, -2.17, -0.49, -0.82, -0.62, 0.27, 0.03, -1.46, 0.56, -0.40, 0.14, -0.19, 0.38, 2.31, -1.52, -2.34, -1.28, 2.00, -1.67, -1.63, -1.80, -0.21, -0.05, -0.27, -0.65, 2.53, -1.34, -2.42, -1.67, 0.49, 0.35, 0.34, 0.46, 0.35, 0.33, 0.51, 0.36, 0.43, 0.95, 0.31, 0.64, 0.27, 0.24, 0.49, 0.37, 0.48, 0.38, -0.09, 0.17, 0.57, 0.22, 0.24, 0.52, 0.19, 0.49, 0.34, 0.25, 0.31, 0.52, 0.59, 0.29, -0.05, 0.42, 0.39, 0.46, 0.44, 0.10, 0.34, 0.53, -0.25, 0.08, -0.57, 0.47, -0.21, -0.98, 1.11, 1.43, -0.71, 0.09, -1.29, 0.49, 0.06, 0.46, 0.19, -0.11, -0.55, -0.87, -0.68, -0.94, 0.59, 0.19, -0.35, -0.66, -0.72, -0.71, -0.14, 0.41, 0.45, 0.41, 0.51, 0.59, 0.47, 0.46, 0.38, 0.42, 0.29, -0.92, -1.07, 0.15, 0.46, -0.60, -0.90, 0.61, -0.27, 0.03, -0.76, -0.92, -0.93, -0.74, 0.41, 0.51, 0.23, 0.51, 0.45, 0.48, 0.49, 0.42, 0.56, 0.46, -0.71, -0.69, 0.25, -1.02, 0.36, -0.38, 0.39, -0.14, 0.40, 0.18, 0.03, 0.31, 0.38, -0.86, 0.43]
}